(1)
Formula: C65H135ClNO20Rb2
Source: the OMol25 dataset
Level of theory: ωB97M-V/def2-TZVPD

Atoms and positions in Å:
Rb -6.75863 0.69481 1.48339
Rb -3.58327 -0.21346 -1.98098
C -1.71448 2.82128 6.23098
C -1.06627 1.44849 6.28423
N -0.61936 0.78829 4.98118
C -1.79807 0.63102 4.08938
C 0.32452 1.67802 4.14339
C 1.41889 2.26159 4.97459
C 0.09545 -0.46873 5.18099
C -0.33543 -1.47496 6.24343
O -1.74295 -1.54890 6.07631
C -2.40892 -2.42337 6.97421
H -1.19414 3.58903 5.69089
H -1.85210 3.24264 7.20270
H -2.71250 2.81454 5.75963
H -1.68212 0.67094 6.73015
H -0.17084 1.48734 6.91460
H -2.13545 1.56174 3.71762
H -2.61550 0.16323 4.68786
H -1.56221 0.02535 3.20238
H -0.24919 2.52048 3.83144
H 0.54369 1.03186 3.27508
H 1.97477 2.90476 4.24142
H 2.16993 1.64567 5.50788
H 1.05115 2.97832 5.71084
H 1.07879 -0.21542 5.54359
H 0.17935 -0.90921 4.20041
H -0.01095 -1.13120 7.29533
H 0.20787 -2.40816 6.03674
H -2.36103 -1.96829 7.98930
H -2.02882 -3.45414 6.96387
H -3.48213 -2.30298 6.68741
Cl -0.69540 0.44007 0.62479
O 0.47019 -0.15635 1.21865
O -0.54473 0.58236 -0.85091
O -1.92832 -0.36422 0.93588
O -0.87713 1.71929 1.24363
C -6.87022 0.78291 -1.73503
O -6.02036 0.08373 -0.91905
H -7.33542 0.11383 -2.39690
H -7.63753 1.32860 -1.15222
H -6.36915 1.53006 -2.39136
C -1.84067 3.72459 -5.02104
C -3.30232 3.86398 -5.41127
C -3.96494 3.44165 -4.07654
O -3.21479 2.28971 -3.76064
C -1.87808 2.70261 -3.89367
H -1.34230 4.64245 -4.61052
H -1.24777 3.38406 -5.87180
H -3.46805 3.17660 -6.25734
H -3.56925 4.86350 -5.76085
H -4.99806 3.10586 -4.19522
H -3.81870 4.21373 -3.34345
H -1.37098 1.73411 -4.01072
H -1.51260 3.19447 -2.92155
C -0.55673 -4.41150 -1.11301
C -1.88997 -5.20754 -1.19339
C -2.63805 -4.38441 -2.25489
O -2.32898 -3.02403 -1.95804
C -0.91355 -3.00665 -1.52712
H 0.12047 -4.86705 -1.90138
H -0.14661 -4.39197 -0.12906
H -2.37167 -5.06903 -0.20671
H -1.84965 -6.26380 -1.45626
H -3.70277 -4.47431 -2.24053
H -2.21870 -4.74405 -3.18506
H -0.84582 -2.28320 -0.70310
H -0.28982 -2.59298 -2.30399
C 2.10170 0.61482 -4.27483
C 2.35423 1.16145 -5.71120
C 1.22596 0.54645 -6.47036
O 1.05416 -0.74769 -5.85593
C 1.15895 -0.57378 -4.45276
H 1.75754 1.43666 -3.61005
H 3.02668 0.26536 -3.79084
H 3.38696 0.85434 -6.02538
H 2.35202 2.25960 -5.70646
H 1.39213 0.22977 -7.48745
H 0.26489 1.18706 -6.37939
H 1.58189 -1.51158 -4.03254
H 0.13387 -0.34941 -4.08246
C 0.18628 -5.30585 3.72035
C 0.38230 -6.30553 2.51780
C 1.61923 -5.77577 1.83196
O 1.44009 -4.35142 1.95941
C 0.41724 -4.05216 2.83819
H 0.91522 -5.40314 4.45051
H -0.79158 -5.24208 4.23867
H -0.45724 -6.10455 1.87245
H 0.37315 -7.34467 2.82133
H 1.79794 -6.14486 0.79078
H 2.52033 -6.02796 2.36563
H -0.53742 -3.80455 2.37653
H 0.68593 -3.16532 3.37106
C 1.44010 -5.60751 -4.58940
C 0.66361 -4.68417 -5.56746
C -0.73064 -5.39786 -5.55699
O -0.77030 -6.11742 -4.39880
C 0.48781 -6.75019 -4.20445
H 1.68449 -5.01277 -3.72067
H 2.37434 -5.96996 -5.03552
H 0.97181 -4.56277 -6.60644
H 0.67997 -3.68902 -5.11201
H -0.73710 -6.08298 -6.41879
H -1.60366 -4.75613 -5.67230
H 0.63124 -7.53152 -4.90668
H 0.53288 -7.03438 -3.18398
C 4.16326 -1.99586 2.48728
C 5.15290 -1.56197 3.58730
C 4.21410 -0.70104 4.46658
O 2.89785 -0.97011 4.12385
C 2.95109 -1.09508 2.73078
H 3.87909 -3.05505 2.56657
H 4.55071 -1.78125 1.50482
H 5.85086 -0.81490 3.19261
H 5.68745 -2.29578 4.16066
H 4.47365 0.36371 4.26349
H 4.28049 -0.74093 5.57011
H 3.08359 -0.11472 2.28838
H 2.08191 -1.58830 2.31600
C 1.23311 3.74605 -0.17385
C 1.10673 4.99334 -1.05081
C 1.95221 4.74000 -2.25275
O 2.57557 3.48355 -2.06860
C 1.75502 2.75081 -1.15222
H 0.33815 3.36739 0.24321
H 1.96277 3.74683 0.64651
H 1.36865 5.96321 -0.60179
H 0.01288 5.07172 -1.24236
H 2.78351 5.45293 -2.33145
H 1.35703 4.71815 -3.23540
H 2.42488 1.93271 -0.76564
H 0.93117 2.29744 -1.68190
C -2.52834 6.22663 2.45520
C -1.27127 5.81331 1.61150
C -0.34983 5.50645 2.73515
O -1.05425 4.98360 3.81579
C -2.48297 5.22691 3.64140
H -3.44305 6.13111 1.85086
H -2.57651 7.21005 2.93286
H -0.81125 6.58205 1.01056
H -1.54512 4.92497 1.04179
H 0.17825 6.41578 3.04173
H 0.44002 4.75700 2.44840
H -2.78704 5.70479 4.56918
H -3.03254 4.30281 3.47637
C -4.23196 3.23129 -0.82479
C -5.38881 4.22165 -0.84934
C -5.90725 4.24048 0.61802
O -5.35603 3.10906 1.26948
C -4.03727 2.95484 0.70292
H -3.26974 3.63426 -1.24718
H -4.39172 2.29049 -1.37506
H -6.25099 3.84423 -1.48854
H -5.07049 5.15703 -1.22441
H -7.00631 4.24735 0.69977
H -5.38357 5.12471 1.05626
H -3.69780 1.94018 0.90062
H -3.41618 3.70904 1.11880
C 8.41119 0.87477 -0.56913
C 7.24975 1.89713 -0.73180
C 6.01960 1.01201 -0.68836
O 6.33848 0.08476 0.40896
C 7.68738 -0.35525 0.03612
H 9.10052 1.35691 0.12731
H 8.79645 0.59137 -1.56856
H 7.27075 2.51024 -1.61805
H 7.28832 2.48973 0.17632
H 5.91021 0.45360 -1.69368
H 5.09083 1.51405 -0.50241
H 7.61215 -1.20529 -0.62236
H 8.13545 -0.71528 0.93203
C -3.40476 -1.12928 -7.09383
C -2.39860 -2.04124 -6.47760
C -3.12351 -2.44630 -5.19264
O -3.81545 -1.27313 -4.77301
C -4.19065 -0.55937 -5.93744
H -4.02535 -1.66369 -7.80760
H -2.96397 -0.32050 -7.68977
H -1.55342 -1.42399 -6.19365
H -1.99341 -2.85564 -7.04133
H -2.41859 -2.69290 -4.35090
H -3.84522 -3.25295 -5.34320
H -4.06522 0.54251 -5.75027
H -5.26835 -0.74749 -5.99575
C 5.25336 2.89326 2.83099
C 5.55422 4.12812 3.74219
C 4.28878 4.97272 3.44602
O 3.91126 4.69836 2.13930
C 4.57530 3.50539 1.66831
H 4.64945 2.21030 3.38570
H 6.21029 2.46359 2.55303
H 6.39269 4.54561 3.35994
H 5.67612 3.79918 4.73189
H 4.48789 6.05249 3.57493
H 3.49919 4.68817 4.18205
H 5.25032 3.72144 0.83086
H 3.76163 2.91270 1.28730
C 2.71146 -2.75035 -1.13792
C 4.04052 -3.58203 -1.19317
C 4.82930 -2.82205 -2.23579
O 4.36489 -1.50550 -2.34076
C 3.27657 -1.36680 -1.37021
H 2.06475 -2.81632 -0.24175
H 2.12084 -3.09229 -2.00158
H 3.93035 -4.67448 -1.40626
H 4.56882 -3.51066 -0.29048
H 4.70450 -3.15047 -3.24911
H 5.87294 -2.79115 -1.96603
H 2.61603 -0.71583 -1.87911
H 3.62705 -0.83596 -0.45071
C -4.70746 -4.02851 2.27137
C -5.14581 -3.57252 0.86065
C -4.66969 -2.14723 0.86039
O -4.99591 -1.63785 2.14704
C -4.74005 -2.71904 3.08493
H -3.69949 -4.49742 2.34894
H -5.46127 -4.70030 2.63334
H -6.22697 -3.59464 0.65117
H -4.61574 -4.15299 0.07343
H -5.22054 -1.72079 0.01978
H -3.57807 -2.14111 0.70173
H -5.60716 -2.80734 3.78013
H -3.77015 -2.57155 3.53735

Computed properties:
Largest force on an atom: 4.0 eV/A
E_tot: -4624.82267 hartree
HOMO level: -9.344 eV
Total charge: +1

Löwdin population analysis, charges in e, atoms 1 to 8: number 1, Rb, carries 1.0173; number 2, Rb, carries 0.8486; number 3, C, carries -0.0414; number 4, C, carries -0.1313; number 5, N, carries -0.2349; number 6, C, carries 0.0133; number 7, C, carries -0.1405; number 8, C, carries -0.0468

---

(2)
Formula: C65H143B7F28N15O5
Source: the OMol25 dataset
Level of theory: ωB97M-V/def2-TZVPD

Atoms and positions in Å:
C 4.65832 8.14326 0.05592
C 6.12195 7.58799 -0.02571
N 6.10092 6.07246 -0.22301
C 5.61452 5.58238 -1.60585
C 7.51151 5.49095 0.03529
C 8.49598 5.71770 -1.02681
C 5.14216 5.39861 0.72566
C 5.41459 5.57438 2.27030
O 4.26923 5.19417 2.99162
C 4.53643 5.14975 4.41942
H 4.65736 9.22263 -0.09594
H 4.28108 7.89020 1.03056
H 4.06949 7.66700 -0.70362
H 6.62145 7.75415 0.89535
H 6.68956 7.95437 -0.85250
H 5.99501 4.57157 -1.74856
H 6.02724 6.18538 -2.37142
H 4.47563 5.66092 -1.72345
H 7.28978 4.43048 0.14499
H 7.85856 5.99818 0.93594
H 9.49389 5.82835 -0.59137
H 8.29329 6.68676 -1.43267
H 8.52181 4.90187 -1.68633
H 5.31168 4.33073 0.51568
H 4.13561 5.73489 0.40575
H 5.56199 6.65276 2.41855
H 6.31883 5.04046 2.59612
H 4.92001 6.13029 4.69105
H 5.20262 4.34570 4.73636
H 3.54220 4.96240 4.88960
C -7.03499 -10.68266 0.06610
C -7.17145 -9.46388 0.93720
N -6.58016 -8.17008 0.42115
C -5.35768 -8.40800 -0.49335
C -7.67822 -7.39435 -0.37856
C -7.19999 -6.03715 -0.93147
C -6.00729 -7.33522 1.56747
C -6.97309 -7.14439 2.78793
O -8.14326 -6.51276 2.47540
C -9.10342 -6.60021 3.56639
H -6.02048 -10.99056 -0.07600
H -7.56029 -10.42489 -0.85872
H -7.57140 -11.55473 0.41631
H -6.66671 -9.71529 1.86939
H -8.22543 -9.32588 1.20614
H -5.62379 -8.99369 -1.37723
H -4.58382 -8.98889 -0.00452
H -5.03911 -7.36746 -0.59356
H -8.44509 -7.16670 0.36230
H -8.02253 -8.02896 -1.22974
H -7.92742 -5.49296 -1.47685
H -6.33153 -6.16414 -1.61994
H -6.80931 -5.42306 -0.17872
H -5.63228 -6.40803 1.10889
H -5.10221 -7.88136 1.88290
H -6.40078 -6.57424 3.53879
H -7.03692 -8.03507 3.30888
H -9.20895 -7.67100 3.85546
H -9.95068 -6.09419 3.20108
H -8.78437 -6.05494 4.47653
C -2.06961 5.61864 2.24705
C -1.63143 5.13107 3.60991
N -1.79223 6.20731 4.75336
C -3.29798 6.32947 5.03691
C -1.12408 5.59278 5.99290
C -0.96998 6.52272 7.19084
C -1.23519 7.63403 4.42217
C 0.31545 7.74987 4.47963
O 1.00829 6.70628 3.86073
C 1.27499 6.92154 2.50892
H -1.54387 6.50910 1.99204
H -3.14133 5.96371 2.32291
H -1.91535 4.76886 1.53492
H -0.56501 4.82352 3.61665
H -2.26004 4.28870 4.05301
H -3.35065 6.65275 6.08468
H -3.77490 5.34070 5.13878
H -3.84488 6.87525 4.30487
H -0.23359 5.15618 5.68693
H -1.77637 4.74495 6.14816
H -1.84775 6.66112 7.75506
H -0.68203 7.52187 6.88604
H -0.27433 6.07802 7.87014
H -1.69704 8.36278 5.08870
H -1.61054 7.94524 3.44726
H 0.92877 7.79585 5.37488
H 0.48384 8.64202 3.91804
H 0.40307 7.38110 1.98997
H 1.61834 6.06836 1.96754
H 2.07582 7.69823 2.49901
C -5.30832 0.08264 3.84491
C -5.04068 -1.40792 3.60066
N -3.76386 -1.76436 2.80513
C -3.78001 -3.26120 2.73502
C -3.62771 -1.17898 1.46239
C -4.92647 -1.16916 0.66837
C -2.56966 -1.28556 3.66635
C -2.50368 -1.61591 5.14460
O -2.43406 -2.98635 5.37388
C -1.95948 -3.12908 6.70262
H -6.34372 0.09635 4.16152
H -5.12549 0.61806 2.94560
H -4.66524 0.44715 4.64985
H -5.84150 -1.84878 2.97454
H -4.95502 -1.99026 4.55249
H -3.38060 -3.69624 1.83201
H -4.85397 -3.47706 2.58871
H -3.24246 -3.69178 3.60515
H -2.83251 -1.69637 0.96183
H -3.20276 -0.16782 1.57426
H -5.42894 -2.12004 0.64501
H -4.73153 -0.81206 -0.32818
H -5.63163 -0.48222 1.20675
H -2.53841 -0.17565 3.68904
H -1.63486 -1.54530 3.17596
H -3.33662 -1.21156 5.72302
H -1.57627 -1.05671 5.41639
H -2.60517 -2.67884 7.42950
H -0.96571 -2.63633 6.74941
H -1.74933 -4.15286 6.95871
C 7.83191 -2.53414 0.48367
C 7.89686 -1.23189 1.18086
N 6.87665 -1.05292 2.23055
C 6.75423 -1.69284 3.42136
C 5.69685 -1.13194 4.04863
N 5.27454 -0.09489 3.33302
C 5.90850 -0.13640 2.17122
C 3.91687 0.41055 3.59306
H 8.09083 -3.45058 0.99775
H 8.37953 -2.66164 -0.41491
H 6.80009 -2.65843 0.12614
H 7.72717 -0.42394 0.43646
H 8.96240 -1.06628 1.53122
H 7.51554 -2.42798 3.69137
H 5.26739 -1.47376 4.96976
H 5.67873 0.55049 1.40395
H 3.89651 1.48812 3.58568
H 3.46939 0.09617 4.54641
H 3.25626 0.03256 2.80478
C -4.16917 -3.70999 -4.06500
C -2.71071 -3.36185 -4.33375
N -2.49906 -3.11500 -5.79183
C -2.58963 -1.90514 -6.35348
C -2.55497 -2.05867 -7.71284
N -2.45524 -3.44831 -7.97907
C -2.37901 -4.05433 -6.78140
C -2.49451 -4.05964 -9.28999
H -4.77438 -2.81161 -3.92355
H -4.37414 -4.30321 -3.18878
H -4.42791 -4.25306 -4.96091
H -2.10305 -4.28688 -4.15181
H -2.27214 -2.54439 -3.82090
H -2.57186 -0.95511 -5.79092
H -2.65521 -1.33984 -8.46685
H -2.18905 -5.07864 -6.58748
H -2.63296 -5.13276 -9.11781
H -1.54997 -3.81340 -9.86113
H -3.21695 -3.63779 -9.99942
C 1.88839 2.58790 0.92945
C 1.99259 1.73248 -0.26086
N 0.65902 1.09040 -0.44520
C -0.57939 1.53528 -0.07927
C -1.47841 0.61583 -0.49442
N -0.79308 -0.40280 -1.03235
C 0.50830 -0.10475 -1.01939
C -1.35329 -1.59613 -1.72417
H 1.84422 2.09282 1.89442
H 1.06518 3.28389 0.69031
H 2.85089 3.09565 0.95701
H 2.64908 0.87828 -0.05312
H 2.12770 2.29676 -1.19981
H -0.69520 2.49547 0.37214
H -2.53434 0.64611 -0.51790
H 1.27154 -0.78859 -1.39868
H -0.73808 -1.68879 -2.60834
H -2.36046 -1.22049 -2.07494
H -1.41945 -2.47973 -1.09307
C 4.99633 -5.92958 -0.02710
C 3.74251 -6.60625 0.62184
N 2.62330 -6.57831 -0.41977
C 2.06014 -7.66097 -1.00694
C 1.28428 -7.23021 -2.05133
N 1.36504 -5.83659 -2.10045
C 2.20038 -5.49143 -1.16080
C 0.59150 -4.98395 -2.96206
H 5.45989 -6.62739 -0.69350
H 5.63642 -5.66544 0.76776
H 4.79574 -5.07160 -0.59887
H 3.38557 -6.06708 1.46637
H 3.84945 -7.61972 0.99804
H 2.19511 -8.67790 -0.74750
H 0.63953 -7.84166 -2.66667
H 2.46591 -4.46389 -0.88264
H 0.71624 -5.23724 -4.04107
H 0.90463 -3.91293 -2.94351
H -0.47080 -5.10596 -2.64317
C -0.93212 8.11205 -4.70949
C -0.43964 6.99936 -5.59901
N -0.99316 5.72857 -5.11327
C -2.30868 5.32410 -5.15369
C -2.34880 4.14972 -4.47927
N -1.08722 3.85621 -4.12444
C -0.26914 4.84946 -4.49569
C -0.72240 2.61303 -3.37133
H -2.00260 8.33101 -4.88478
H -0.37858 8.99174 -4.86575
H -0.75869 7.81191 -3.61898
H 0.60209 7.03864 -5.46731
H -0.74061 7.06351 -6.64058
H -3.09516 5.92002 -5.58076
H -3.21190 3.60031 -4.19635
H 0.82102 4.93893 -4.41324
H -0.54004 1.80584 -4.03770
H -1.59036 2.41230 -2.87950
H 0.09533 2.94762 -2.75557
C 5.54620 -2.36865 -4.45335
C 5.35100 -0.88937 -4.44113
O 6.10139 -0.08940 -4.93901
N 4.12729 -0.36046 -3.58150
H 3.55797 -1.10449 -3.39888
H 4.54193 -0.01278 -2.69976
C 3.44437 0.76653 -4.30458
H 5.21280 -2.77572 -3.52523
H 6.51803 -2.55147 -4.78331
H 4.84583 -2.62120 -5.25893
H 2.40990 0.90339 -3.90029
H 3.43265 0.58706 -5.39319
H 3.90932 1.72401 -4.06157
B 5.86207 1.62658 -1.13692
F 5.06408 1.80113 0.11030
F 4.99440 1.77157 -2.26442
F 6.78593 2.61976 -1.04676
F 6.46495 0.35514 -1.16958
B 3.55115 -2.27932 -0.02280
F 4.40090 -3.33637 0.50356
F 3.71248 -2.01299 -1.42360
F 2.15830 -2.61210 0.09591
F 3.90640 -1.09177 0.64637
B 1.30718 5.64464 -1.77110
F -0.11322 5.47026 -1.49903
F 1.49708 6.66046 -2.80995
F 1.99460 6.07159 -0.56593
F 1.87893 4.42157 -2.26624
B -0.46771 1.49993 4.29895
F -0.95724 1.59508 2.99231
F 0.23662 2.69866 4.67740
F -1.61640 1.50362 5.18796
F 0.25738 0.37288 4.48169
B -3.06422 -5.03333 -0.64568
F -4.23743 -4.26633 -0.28373
F -1.96361 -4.26781 -0.44971
F -3.16586 -6.31091 0.03652
F -3.13348 -5.40576 -2.03012
B -3.97407 0.63702 -3.42933
F -2.56952 0.48272 -3.65710
F -4.54960 -0.62150 -3.73627
F -4.06615 1.02986 -2.02642
F -4.51319 1.61963 -4.29358
B 1.10278 -1.58063 -4.61451
F 2.04980 -1.30037 -5.63802
F 1.75681 -1.77252 -3.31202
F 0.20197 -0.54749 -4.40331
F 0.32833 -2.73065 -4.92000

Computed properties:
Largest force on an atom: 4.8 eV/A
E_tot: -6730.94813 hartree
HOMO level: -13.789 eV
Total charge: +3

Löwdin population analysis, charges in e, atoms 1 to 8: number 1, C, carries -0.0158; number 2, C, carries -0.1114; number 3, N, carries -0.2460; number 4, C, carries 0.0591; number 5, C, carries -0.1707; number 6, C, carries -0.0498; number 7, C, carries -0.0873; number 8, C, carries -0.1993

---

For the records above, the corresponding LUMO values read -0.0700 -0.1423 Eh.
For the records above, the corresponding frontier orbital gap values read 7.44 9.92 eV.